Entry 1:
ORCA calculation (the ωB97M-V functional and the def2-TZVPD basis) on a molecular structure, C39H35AsCl2N5NaO2S3 in a non-equilibrium geometry.

Cartesian coordinates (Å):
Na  0.581  0.572  -0.366
N  1.923  -3.611  -0.734
C  2.259  -4.313  0.404
C  2.681  -5.641  0.330
C  3.067  -6.333  1.469
C  3.017  -5.713  2.711
C  2.581  -4.395  2.793
C  2.218  -3.684  1.659
S  1.793  -1.986  1.722
N  0.910  -1.711  0.318
C  1.130  -2.443  -0.764
C  0.527  -2.096  -2.006
C  0.607  -2.906  -3.179
C  -0.006  -2.501  -4.335
C  -0.713  -1.291  -4.359
C  -0.756  -0.560  -3.177
N  -0.185  -0.918  -2.041
H  1.988  -4.122  -1.593
H  2.714  -6.127  -0.640
H  3.399  -7.361  1.383
H  3.309  -6.247  3.607
H  2.536  -3.895  3.754
H  1.142  -3.847  -3.188
H  0.059  -3.120  -5.223
H  -1.207  -0.928  -5.249
H  -1.293  0.385  -3.147
S  -3.926  2.566  -3.133
C  -4.554  1.355  -2.046
C  -5.792  0.739  -2.050
C  -6.056  -0.257  -1.112
C  -5.063  -0.637  -0.206
C  -3.825  -0.019  -0.193
C  -3.555  1.023  -1.095
N  -2.387  1.696  -1.184
C  -2.367  2.509  -2.244
C  -1.229  3.171  -2.741
C  -1.108  3.564  -4.106
C  0.062  4.049  -4.627
C  1.209  4.191  -3.817
C  1.102  3.887  -2.473
C  -0.094  3.425  -1.933
H  -6.542  1.020  -2.780
H  -7.021  -0.749  -1.101
H  -5.258  -1.444  0.491
H  -3.038  -0.342  0.478
H  -1.958  3.409  -4.761
H  0.111  4.295  -5.682
H  2.153  4.520  -4.230
H  1.948  4.006  -1.808
Cl  7.883  1.606  0.499
C  6.218  1.426  -0.027
C  5.954  1.232  -1.392
C  4.668  1.090  -1.822
Cl  4.355  0.858  -3.515
C  3.514  1.123  -0.940
O  2.354  0.991  -1.372
C  3.859  1.325  0.449
C  2.845  1.393  1.475
O  1.637  1.290  1.330
C  5.190  1.472  0.870
H  6.769  1.195  -2.103
H  3.245  1.580  2.494
H  5.392  1.621  1.925
S  0.682  4.476  1.829
C  0.203  3.801  0.465
N  -0.213  3.355  -0.547
C  0.005  1.607  4.568
C  -0.385  0.226  4.061
As  -1.274  0.258  2.296
C  -2.899  1.241  2.874
C  -2.834  2.707  2.457
C  -1.929  -1.612  2.407
C  -3.185  -1.868  3.228
H  0.538  1.546  5.521
H  -0.873  2.240  4.722
H  0.648  2.113  3.847
H  -1.050  -0.282  4.768
H  0.502  -0.399  3.935
H  -3.025  1.133  3.956
H  -3.764  0.775  2.397
H  -1.988  3.226  2.910
H  -3.748  3.240  2.736
H  -2.716  2.786  1.374
H  -1.081  -2.165  2.819
H  -2.046  -1.968  1.382
H  -3.088  -1.486  4.247
H  -3.395  -2.940  3.298
H  -4.063  -1.393  2.785

Computed properties:
- Charge: -2
- Maximum force: 0.027 Eh/bohr
- E_LUMO (alpha / beta): 0.1367 / 0.1368 hartree
- Energy: -175364.7764 eV
- Energy above the lowest of the compared OMol25 structures with the same formula, charge and spin: 195.0 kJ/mol
- Frontier orbital gap (alpha / beta): 3.65 / 3.56 eV

Entry 2:
ORCA calculation (the ωB97M-V functional and the def2-TZVPD basis) on a molecular structure, C39H35AsI2N2O7PS2V in a non-equilibrium geometry.

Cartesian coordinates (Å):
V  -0.556  -0.573  0.684
O  1.116  -3.211  -1.537
C  2.053  -3.774  -0.731
C  2.656  -4.953  -1.160
C  3.613  -5.575  -0.385
C  3.992  -5.030  0.832
C  3.412  -3.858  1.265
C  2.447  -3.211  0.492
C  1.859  -1.968  0.992
O  0.687  -1.526  0.568
N  2.448  -1.297  1.916
N  1.859  -0.360  2.607
C  2.210  0.865  2.691
C  3.106  1.544  1.756
C  4.167  2.322  2.204
C  5.040  2.913  1.310
C  4.839  2.746  -0.054
C  3.775  2.008  -0.522
C  2.873  1.395  0.366
O  1.811  0.743  -0.054
H  0.698  -2.465  -1.076
H  2.344  -5.364  -2.106
H  4.057  -6.497  -0.727
H  4.722  -5.528  1.448
H  3.672  -3.430  2.218
H  1.802  1.423  3.530
H  4.331  2.422  3.268
H  5.882  3.495  1.656
H  5.516  3.203  -0.764
H  3.605  1.887  -1.582
C  2.176  1.071  -4.994
C  1.888  -0.104  -4.320
C  1.245  -0.061  -3.097
C  0.895  1.155  -2.527
C  1.181  2.330  -3.209
C  1.822  2.287  -4.435
P  -0.001  1.125  -0.933
C  -0.162  2.862  -0.420
C  0.928  3.705  -0.212
C  0.749  4.953  0.360
C  -0.514  5.383  0.733
C  -1.609  4.566  0.510
C  -1.429  3.325  -0.067
C  -1.631  0.913  -1.856
C  -2.215  1.825  -2.700
C  -3.329  1.473  -3.472
C  -3.799  0.189  -3.472
C  -3.187  -0.799  -2.677
C  -3.593  -2.149  -2.705
C  -2.954  -3.079  -1.934
C  -1.935  -2.688  -1.046
C  -1.546  -1.371  -0.939
C  -2.123  -0.416  -1.813
H  2.671  1.044  -5.953
H  2.163  -1.059  -4.744
H  1.014  -0.977  -2.570
H  0.909  3.285  -2.786
H  2.046  3.209  -4.954
H  1.921  3.396  -0.495
H  1.609  5.589  0.522
H  -0.657  6.352  1.190
H  -2.605  4.876  0.796
H  -2.300  2.704  -0.228
H  -1.824  2.832  -2.765
H  -3.800  2.225  -4.086
H  -4.644  -0.089  -4.085
H  -4.416  -2.431  -3.347
H  -3.246  -4.119  -1.973
H  -1.484  -3.462  -0.423
I  -0.701  -3.104  2.749
I  0.853  -5.283  3.838
O  -3.871  0.570  3.538
S  -3.176  1.746  2.948
O  -2.683  2.608  3.989
O  -3.941  2.369  1.898
S  -1.469  1.100  2.020
C  -3.850  -2.413  3.475
As  -2.716  -0.933  2.684
C  -1.627  -0.726  4.359
C  -3.983  -0.609  1.188
O  -1.697  -1.897  1.668
H  -4.576  -1.889  4.109
H  -3.315  -3.152  4.093
H  -4.396  -2.948  2.679
H  -1.977  0.188  4.851
H  -0.549  -0.624  4.171
H  -1.814  -1.575  5.037
H  -4.996  -0.839  1.540
H  -3.773  -1.242  0.311
H  -3.990  0.439  0.879

Computed properties:
- Charge: -1
- Maximum force: 0.133 Eh/bohr
- E_LUMO (alpha / beta): 0.0426 / 0.0578 hartree
- Energy: -192009.0105 eV
- Energy above the lowest of the compared OMol25 structures with the same formula, charge and spin: 804.6 kJ/mol
- Multiplicity: 2
- Frontier orbital gap (alpha / beta): 6.47 / 6.88 eV